Computed, not measured: a cluster of 13 separate species, C38H105N3O16 in total, with ωB97M-V/def2-TZVPD.

Each line ends with the Löwdin charge.
Geometry (Å):
C -3.6808 8.0056 -9.1191  -0.109
O -2.8332 8.1564 -7.9914  -0.197
C -3.5005 8.4581 -6.7834  -0.233
C -2.5301 8.6798 -5.6083  -0.202
N -2.0699 7.3825 -5.1770  -0.084
C -1.0122 7.3539 -4.1371  -0.186
C -0.4638 5.8988 -4.0779  -0.175
O 0.2468 5.7547 -5.3462  -0.216
C 0.8311 4.4900 -5.5554  -0.118
H -4.6320 7.5031 -8.9432  0.082
H -3.1823 7.4654 -9.9239  0.086
H -3.9261 9.0193 -9.4360  0.083
H -4.2422 7.7040 -6.5201  0.120
H -4.0279 9.3858 -7.0057  0.113
H -3.0444 9.2362 -4.8247  0.121
H -1.6413 9.1634 -6.0137  0.118
H -1.5839 6.9346 -5.9408  0.094
H -1.3733 7.7445 -3.1857  0.111
H -0.2188 8.0238 -4.4682  0.108
H -1.2365 5.1387 -3.9635  0.116
H 0.2137 5.7513 -3.2369  0.113
H 1.1524 4.4459 -6.5961  0.087
H 0.1150 3.6892 -5.3712  0.083
H 1.7101 4.3215 -4.9333  0.083
C -3.4710 -5.2054 4.9674  -0.100
O -4.5674 -5.8440 4.2784  -0.206
C -5.4610 -6.5732 5.1727  -0.223
C -6.2888 -7.5067 4.3658  -0.220
N -7.5268 -7.9983 5.0292  -0.053
C -7.1515 -8.8398 6.1808  -0.213
C -8.3694 -9.6053 6.7734  -0.201
O -9.0555 -10.3028 5.7268  -0.196
C -9.7794 -11.4189 6.2504  -0.114
H -2.6427 -5.9086 5.0543  0.083
H -3.7673 -4.7520 5.9134  0.084
H -3.0542 -4.4155 4.3426  0.078
H -6.0732 -5.8645 5.7305  0.128
H -4.8212 -7.1524 5.8385  0.115
H -5.6723 -8.3492 4.0524  0.114
H -6.6377 -7.0611 3.4342  0.121
H -8.1333 -8.5748 4.4636  0.095
H -6.7165 -8.2334 6.9752  0.110
H -6.3428 -9.5113 5.8925  0.111
H -9.0720 -8.8765 7.1776  0.123
H -7.9804 -10.2778 7.5379  0.116
H -9.1508 -12.2298 6.6186  0.081
H -10.4655 -11.8478 5.5201  0.086
H -10.3429 -11.1685 7.1492  0.081
C 5.4134 -1.5462 -4.9107  -0.101
O 5.7063 -2.3899 -5.9988  -0.197
C 5.8786 -1.7322 -7.2165  -0.225
C 6.1681 -2.7905 -8.3383  -0.211
N 7.3833 -3.5106 -8.1121  -0.078
C 7.6658 -4.6636 -8.9619  -0.192
C 8.8411 -5.5078 -8.4371  -0.220
O 8.5155 -6.2824 -7.2570  -0.213
C 9.6671 -7.0470 -6.7455  -0.079
H 4.4021 -1.1761 -5.0789  0.085
H 6.0877 -0.6898 -4.9108  0.086
H 5.4330 -2.0527 -3.9457  0.085
H 6.6752 -0.9883 -7.2050  0.118
H 4.9601 -1.1915 -7.4448  0.115
H 6.2104 -2.3616 -9.3395  0.115
H 5.3064 -3.4556 -8.3954  0.108
H 7.4967 -3.7748 -7.1439  0.108
H 7.8764 -4.4469 -10.0092  0.118
H 6.8102 -5.3315 -8.8621  0.114
H 9.7276 -4.9090 -8.2281  0.113
H 9.2451 -6.2255 -9.1510  0.109
H 9.4582 -7.6795 -5.8827  0.078
H 10.3592 -6.3109 -6.3365  0.080
H 10.0775 -7.6963 -7.5189  0.080
C -3.3813 0.8539 5.2730  -0.079
C -4.7744 0.2770 4.9948  -0.356
O -5.5345 0.4647 6.1335  -0.071
H -2.8786 0.2401 6.0204  0.071
H -3.4082 1.9102 5.5407  0.073
H -2.8337 0.7766 4.3338  0.064
H -4.7996 -0.7635 4.6710  0.108
H -5.1628 0.8707 4.1672  0.102
H -6.4055 0.0782 6.0169  0.086
C -4.1729 6.4339 4.6697  -0.098
C -3.6396 7.4805 3.6930  -0.320
O -2.3818 7.0432 3.1914  -0.079
H -5.2070 6.6127 4.9644  0.070
H -3.6353 6.2959 5.6078  0.070
H -4.1633 5.4636 4.1734  0.068
H -3.5843 8.4027 4.2714  0.104
H -4.3710 7.5923 2.8926  0.105
H -1.9175 7.6733 2.6354  0.075
C 2.4530 8.1181 1.5412  -0.081
C 1.9388 9.4469 0.9994  -0.356
O 0.5740 9.5337 1.1736  -0.079
H 1.8602 7.3014 1.1294  0.072
H 2.4171 7.9428 2.6164  0.071
H 3.5002 8.0570 1.2450  0.072
H 2.1764 9.5480 -0.0595  0.111
H 2.3491 10.2694 1.5852  0.109
H 0.2879 10.3648 0.7877  0.085
C -4.8490 -0.2988 -1.3582  -0.071
C -5.5573 -1.5771 -0.7361  -0.295
O -4.7800 -2.0450 0.3531  -0.100
H -4.7698 0.5033 -0.6244  0.062
H -5.4509 0.1022 -2.1737  0.062
H -3.8550 -0.4794 -1.7673  0.063
H -5.5391 -2.3295 -1.5246  0.096
H -6.5792 -1.4198 -0.3909  0.104
H -5.1766 -2.7624 0.8528  0.078
C 4.5641 -3.8911 0.2583  -0.106
C 5.9942 -3.5544 0.5054  -0.322
O 6.7194 -4.7138 0.9723  -0.083
H 4.4333 -4.6111 -0.5496  0.076
H 3.9882 -3.0019 0.0019  0.074
H 4.0941 -4.2711 1.1654  0.077
H 5.9591 -2.8186 1.3087  0.104
H 6.4303 -3.1518 -0.4089  0.108
H 7.6659 -4.5708 0.9002  0.074
C 0.0854 2.5162 1.2843  -0.097
C -0.1556 1.2151 0.5609  -0.320
O 1.0903 0.6713 0.1593  -0.081
H 0.8957 2.5829 2.0104  0.069
H -0.8361 2.8601 1.7541  0.072
H 0.3170 3.3713 0.6493  0.069
H -0.7019 1.5383 -0.3253  0.108
H -0.7691 0.5026 1.1123  0.108
H 0.9340 0.0166 -0.5253  0.077
C 1.7269 4.5539 6.1971  -0.079
C 1.1726 3.3297 6.9851  -0.322
O 2.1436 3.0631 7.9552  -0.091
H 2.5806 4.1780 5.6331  0.071
H 1.9774 5.3473 6.9012  0.069
H 0.9732 4.9405 5.5112  0.064
H 0.9739 2.4333 6.3976  0.106
H 0.2420 3.6169 7.4747  0.102
H 2.1252 3.7823 8.5908  0.081
C 6.3731 1.9519 0.1005  -0.084
C 5.4862 3.2247 -0.0680  -0.298
O 4.4123 2.8288 -0.8848  -0.101
H 7.4236 2.2231 0.2048  0.060
H 6.4288 1.2865 -0.7611  0.065
H 6.0266 1.3328 0.9280  0.064
H 6.0066 4.0265 -0.5919  0.106
H 5.0903 3.6329 0.8619  0.104
H 3.8275 2.1774 -0.4907  0.075
C -1.4427 -4.8589 -2.5631  -0.093
C -0.5423 -3.9604 -1.6704  -0.329
O 0.0847 -3.0241 -2.4936  -0.072
H -0.8172 -5.3775 -3.2897  0.070
H -2.2972 -4.3918 -3.0528  0.069
H -1.9274 -5.5694 -1.8935  0.068
H 0.0971 -4.6989 -1.1869  0.102
H -1.1469 -3.5030 -0.8872  0.110
H 0.4082 -3.5522 -3.2272  0.076
C 2.1628 -1.2553 4.4452  -0.090
C 2.2671 -1.8250 5.8783  -0.296
O 2.5580 -3.2311 5.8267  -0.090
H 1.4793 -1.8267 3.8172  0.068
H 3.0674 -1.4094 3.8569  0.061
H 1.8997 -0.1985 4.4003  0.062
H 1.3171 -1.7372 6.4055  0.105
H 3.0003 -1.2580 6.4520  0.104
H 3.4932 -3.3527 5.6471  0.076

Cartesian forces, eV/Å:
C -0.039 0.779 0.262
O 0.633 -1.392 0.075
C -0.265 1.104 -0.174
C 0.264 -1.008 -1.518
N 0.225 -1.180 1.437
C -0.600 -0.505 -0.700
C 0.664 1.122 -0.797
O -0.584 0.013 0.978
C -0.081 0.023 -0.099
H 0.005 -0.253 0.499
H 0.299 0.144 0.237
H -0.175 0.091 -0.481
H 0.010 -0.267 0.021
H -0.376 0.363 0.420
H 0.228 -0.012 0.059
H -0.133 1.135 0.072
H -0.366 -0.045 -0.568
H -0.162 -0.331 0.121
H 0.574 -0.016 0.208
H -0.330 0.097 -0.326
H 0.324 0.187 0.033
H -0.083 0.032 0.010
H -0.111 -0.159 -0.003
H 0.083 0.072 0.253
C -0.306 -0.402 -0.846
O -0.266 0.125 0.713
C 1.322 0.927 -0.252
C -1.872 -1.141 -1.346
N 1.014 0.210 1.578
C -0.906 -0.026 -0.073
C 0.780 0.758 -1.211
O 0.047 -0.878 0.589
C -0.017 0.028 0.350
H -0.064 -0.230 0.582
H -0.025 -0.227 0.141
H -0.435 0.101 -0.225
H -0.077 0.032 0.161
H -0.080 0.048 0.425
H 0.304 -0.244 0.002
H 0.243 0.461 0.031
H 0.296 0.171 -0.608
H -0.190 0.225 0.140
H 0.023 -0.609 -0.071
H 0.015 0.004 0.388
H -0.225 -0.153 0.119
H 0.620 -0.051 -0.341
H 0.167 0.386 -0.209
H -0.366 0.511 -0.053
C -0.480 0.550 -0.731
O 0.777 -1.137 0.601
C -0.014 -0.492 -1.390
C -0.609 0.243 0.530
N 1.636 0.254 0.058
C -0.017 -1.032 1.483
C 0.819 -0.547 0.718
O 0.372 -0.528 0.384
C -0.866 1.364 -0.335
H -0.247 0.330 0.296
H 0.162 0.105 0.238
H 0.241 -0.316 -0.329
H 0.357 0.016 0.285
H -0.256 0.098 -0.342
H 0.055 0.609 0.090
H -0.445 -0.316 0.242
H -0.204 -0.061 0.070
H -0.197 0.402 0.054
H -0.351 -0.372 -0.686
H -0.043 0.613 0.276
H -0.535 -0.060 -0.684
H -0.972 0.094 -0.203
H 0.568 -0.063 -0.456
H 0.241 0.251 -0.156
C -0.217 -1.044 -0.658
C 0.828 1.021 -0.774
O -0.890 0.058 1.292
H 0.115 0.291 0.130
H -0.206 -0.171 0.220
H 0.289 0.003 0.025
H 0.485 -0.188 0.038
H -0.342 0.024 -0.287
H -0.047 0.003 -0.001
C -0.099 -0.757 -0.304
C -0.087 -0.264 0.784
O -0.066 -0.462 0.392
H -0.073 0.305 -0.225
H 0.427 0.378 -0.177
H -0.021 -0.117 -0.039
H 0.302 0.414 -0.338
H 0.021 0.141 -0.159
H -0.344 0.364 0.049
C 0.048 -0.005 -0.348
C 0.955 -0.199 0.934
O -2.071 -0.164 0.034
H 0.233 -0.057 -0.383
H -0.161 0.675 0.119
H -0.001 -0.399 -0.080
H 0.381 -0.022 -0.072
H 0.776 0.137 -0.241
H -0.214 0.002 0.050
C -1.060 -0.550 0.798
C 1.235 0.537 -0.671
O 0.823 0.425 0.318
H 0.034 -0.102 0.157
H -0.158 -0.155 -0.048
H -0.055 -0.436 0.220
H -0.346 -0.171 -0.115
H -0.083 0.429 -0.325
H -0.355 0.007 -0.315
C -0.833 -0.500 -0.130
C 0.355 -0.233 0.564
O -0.586 0.198 -0.345
H 0.019 -0.101 0.060
H 0.175 0.174 -0.131
H 0.079 -0.244 0.005
H 0.551 0.386 -0.081
H 0.259 0.134 0.103
H -0.036 0.203 -0.045
C -0.145 1.155 0.615
C 0.283 0.946 -0.619
O 0.274 -0.178 0.105
H -0.105 -0.761 0.281
H -0.087 -0.254 0.348
H 0.099 -0.341 -0.720
H -0.373 -0.420 -0.218
H 0.131 -0.035 0.230
H -0.009 -0.127 -0.043
C -1.106 -1.282 -0.387
C 0.078 1.909 -0.175
O 0.504 -1.106 0.845
H 0.177 0.483 0.067
H 0.215 -0.093 -0.076
H 0.055 0.079 -0.173
H 0.312 0.117 -0.106
H -0.321 -0.094 -0.057
H 0.074 -0.024 0.037
C 0.589 0.788 0.368
C 0.142 -1.894 -0.366
O -0.931 0.733 -1.167
H 0.082 0.055 0.700
H -0.689 0.397 -0.398
H 0.175 0.129 0.182
H 0.003 -0.129 -0.072
H 0.373 -0.107 0.336
H 0.167 -0.004 0.428
C -0.388 0.068 1.136
C -1.863 -1.550 -0.846
O 0.638 0.499 0.336
H -0.127 -0.148 -0.056
H 0.376 0.547 -0.179
H 0.210 -0.503 -0.088
H 0.730 0.385 0.186
H 0.185 0.458 -0.183
H 0.240 0.296 -0.270
C 0.053 -0.493 -0.137
C -0.125 -0.130 -1.133
O -0.101 0.432 0.322
H -0.615 0.034 0.432
H 0.570 0.273 0.440
H -0.022 -0.014 0.135
H -0.022 -0.020 -0.099
H 0.191 -0.130 0.081
H 0.062 0.063 -0.056

Properties
Energy above the lowest of the compared OMol25 structures with the same formula, charge and spin   0.0 kJ/mol
Lowest unoccupied orbital energy   0.3 eV
Gap between HOMO and LUMO   8.7 eV